Entry 1:
DFT (ωB97M-V/def2-TZVPD) results for 6 unconnected molecules or ions with the total composition C5H21NO6.

```
33
Properties=species:S:1:pos:R:3:nbo_charge:R:1
O 2.805 1.599 -3.326 -0.917
O -0.431 -3.818 -0.701 -0.954
O -3.893 -1.217 1.429 -0.962
H -1.019 -3.109 -0.435 0.472
C 1.806 1.038 0.189 -0.623
O 2.770 -2.485 2.490 -0.929
H -0.154 0.167 -0.124 0.222
H 2.106 0.093 -0.253 0.237
C 0.129 1.877 -1.360 -0.408
O -1.173 -2.943 2.584 -0.951
H -0.664 2.615 -1.162 0.210
H 3.040 -1.637 2.887 0.457
H 1.917 -2.559 2.943 0.473
N -0.248 1.891 1.193 -0.620
H 0.396 2.333 1.825 0.406
H -0.978 1.150 -3.201 0.231
H -0.380 -0.130 -2.142 0.211
H -1.149 -3.514 1.807 0.466
H 2.757 1.620 -2.365 0.463
O -2.342 1.103 0.906 -0.640
C 0.240 1.168 0.062 -0.053
H -3.634 -0.449 0.905 0.501
H 2.217 1.155 1.235 0.204
H -1.984 -2.446 2.422 0.484
C -0.220 0.910 -2.458 -0.662
H 0.954 2.513 -1.676 0.183
H -1.852 2.607 2.242 0.120
H 2.346 1.905 -0.225 0.193
H -4.021 -1.945 0.799 0.461
H 2.027 2.114 -3.554 0.465
H 0.843 0.671 -2.801 0.229
C -1.586 1.871 1.453 0.553
H -0.626 -4.149 -1.590 0.482
```

Calculated values
- molecular weight (g mol⁻¹) = 191.2
- orbital gap (eV) = 10.479
- relative energy (zero: lowest compared OMol25 entry of this formula, charge and spin) (kcal/mol) = 38.4
- highest occupied orbital energy (eV) = -10.18
- strongest force on any atom (eV/A) = 4.47
- LUMO level (eV) = 0.297
- E (hartree) = -709.25057
- structure (SMILES) = CC[C@@H](C)NC=O.O.O.O.O.O


Entry 2:
DFT (ωB97M-V/def2-TZVPD) results for a molecular structure, C9H15Cl2InIrO6P.

```
35
Properties=species:S:1:pos:R:3:nbo_charge:R:1
H 4.112 -0.525 2.099 0.283
H 0.972 -4.185 -0.808 0.271
H 0.081 -2.851 -2.787 0.299
C 0.849 -2.079 5.049 -0.557
H 1.405 0.826 2.760 0.178
H 0.380 -3.910 4.030 0.390
H -0.638 -1.686 -1.685 0.170
H 1.872 -2.408 5.263 0.298
O -5.823 -4.401 -5.864 -0.359
H 0.914 -1.042 4.729 0.254
C 0.682 -3.130 -0.770 -0.108
O 0.276 -2.975 0.618 -0.732
O 1.011 -2.318 2.783 -0.575
O 2.020 1.536 -1.070 -0.209
H 2.931 -1.135 3.269 0.211
C 0.247 -2.830 3.888 -0.024
P 0.911 -1.676 1.365 1.892
Cl -1.739 1.358 -0.652 0.152
H -0.807 -2.629 3.699 0.254
C -5.376 -4.523 -4.815 0.469
H 0.250 -2.154 5.947 0.349
H 1.584 -2.518 -0.968 0.208
C 2.477 0.837 2.540 -0.663
In -4.195 -5.051 -1.994 1.202
C 1.235 0.893 -0.524 0.621
O 2.510 -1.335 1.170 -0.759
H -1.269 -3.346 -1.723 0.225
C -0.363 -2.741 -1.792 -0.609
H 2.964 1.307 3.397 0.319
Ir -0.137 0.055 0.402 0.711
C -5.519 -7.699 -3.197 0.454
Cl -3.624 -6.559 -0.216 -0.395
H 2.651 1.463 1.668 0.239
O -5.945 -8.703 -3.588 -0.372
C 3.054 -0.541 2.353 -0.087
```

Calculated values
- total charge = +4
- molecular weight (g mol⁻¹) = 628.1
- orbital gap (alpha / beta) (eV) = 4.526 / 2.391
- relative energy (zero: lowest compared OMol25 entry of this formula, charge and spin) (kcal/mol) = 1.3
- highest occupied orbital energy (alpha / beta) (eV) = -20.84 / -21.73
- strongest force on any atom (eV/A) = 5.39
- LUMO level (alpha / beta) (eV) = -16.315 / -19.343
- E (hartree) = -2357.67023
- spin multiplicity = 5


Entry 3:
DFT (ωB97M-V/def2-TZVPD) results for a molecular structure, C30H51CoNP2.

```
85
Properties=species:S:1:pos:R:3:lowdin_charge:R:1
H 3.010 -0.467 1.167 0.037
C -2.821 2.452 2.801 -0.040
Co -1.236 0.083 1.284 0.333
H -2.679 2.711 -1.881 0.058
H -3.508 2.571 3.650 0.105
C -0.411 -1.982 3.654 -0.037
H -0.643 1.325 5.087 0.104
C 5.479 -0.382 -0.599 -0.126
C 3.897 2.348 -1.789 -0.142
C 0.707 -2.408 0.145 -0.222
H 0.543 -1.535 3.944 0.064
H 4.473 2.280 -3.867 0.121
H -0.464 -1.435 -2.234 0.033
H 0.508 2.223 -1.944 0.080
H -4.869 -2.148 0.035 0.038
H -5.397 -3.082 -3.734 0.111
C 6.314 0.724 -0.020 -0.184
H -2.997 -2.878 1.049 0.068
N -2.935 -2.034 -1.744 0.112
H 4.493 -1.403 -2.158 0.101
C -0.608 3.242 0.490 -0.213
H 6.640 2.839 0.069 0.113
C -0.877 -1.863 -3.157 -0.037
H 2.886 2.775 -1.760 0.087
H 1.651 -0.289 -1.740 0.086
H -3.337 2.831 1.910 0.065
H -0.005 2.147 3.650 0.075
C 4.720 2.590 -0.766 -0.106
H 0.676 0.586 4.157 0.066
P -1.146 1.657 -0.291 0.850
C -4.565 0.179 1.523 -0.023
H -1.456 3.713 1.002 0.032
C -2.427 1.027 2.665 -0.308
H 1.644 -2.677 -0.374 0.059
C -4.449 -2.737 -3.338 -0.009
H -5.370 -0.374 2.041 0.103
C 4.191 1.591 -3.053 -0.181
H -0.212 -2.797 2.947 0.063
H 1.994 -1.217 2.439 0.043
C -5.265 -2.489 -0.924 -0.030
H -0.848 -2.436 4.556 0.105
H 2.021 1.033 -0.653 0.060
C -2.775 1.970 -1.067 -0.224
C -4.228 -2.408 -1.952 -0.329
C 1.202 0.387 -0.998 -0.377
H 1.948 0.552 2.197 0.043
H -5.624 -3.524 -0.825 0.105
H 7.388 0.471 -0.052 0.122
C 5.044 -0.502 -1.862 -0.116
H -6.131 -1.885 -1.235 0.104
H 0.171 3.037 1.236 0.044
H 3.241 1.132 -3.378 0.101
C 5.267 0.475 -2.979 -0.194
C -1.339 -0.974 3.074 -0.299
H -0.208 3.952 -0.256 0.057
H 5.266 -1.190 0.111 0.097
H 0.659 -2.965 1.096 0.039
H 6.273 0.914 -2.960 0.105
H -4.015 -2.872 2.522 0.101
H -0.340 -2.789 -3.424 0.107
H 6.693 2.212 -1.581 0.104
H 4.367 3.204 0.076 0.108
C 2.041 -0.415 1.686 -0.212
H -3.493 2.353 -0.323 0.039
C -2.302 -2.136 -2.950 -0.330
C -3.009 -2.651 2.124 -0.017
C -1.247 0.446 3.242 -0.319
H -1.946 3.080 2.997 0.072
H -3.178 1.030 -1.471 0.037
H -2.945 -2.673 -5.021 0.109
C -3.230 -0.035 2.136 -0.250
C -0.248 1.165 4.073 -0.025
H -4.849 1.238 1.557 0.078
H -4.560 -0.142 0.473 0.062
H -0.379 0.792 -2.461 0.075
H 5.190 -0.090 -3.924 0.113
P 0.672 -0.606 0.476 0.846
C 6.147 2.141 -0.631 -0.194
C -3.220 -2.549 -3.980 -0.012
H -0.166 -2.695 -0.462 0.030
H -2.318 -3.351 2.624 0.081
C 0.104 1.264 -1.589 -0.363
C -2.560 -1.265 2.393 -0.242
H -0.750 -1.169 -4.002 0.098
H 6.062 0.778 1.052 0.108
```

Calculated values
- total charge = +1
- molecular weight (g mol⁻¹) = 546.6
- orbital gap (alpha / beta) (eV) = 7.012 / 7.499
- relative energy (zero: lowest compared OMol25 entry of this formula, charge and spin) (kcal/mol) = 0.0
- highest occupied orbital energy (alpha / beta) (eV) = -8.75 / -11.32
- strongest force on any atom (eV/A) = 1.97
- LUMO level (alpha / beta) (eV) = -1.734 / -3.822
- E (hartree) = -3293.64533
- spin multiplicity = 5


Entry 4:
DFT (ωB97M-V/def2-TZVPD) results for a molecular structure, C42H44BeP2.

```
89
Properties=species:S:1:pos:R:3:lowdin_charge:R:1
C 1.176 1.012 -2.286 -0.205
H 3.559 -0.223 -1.288 0.066
C 3.431 3.464 2.996 -0.085
C 1.268 4.148 3.908 -0.093
C 1.377 2.402 2.225 -0.403
H 0.582 -1.750 1.914 0.045
H -3.315 3.378 -1.614 0.099
H 0.395 -3.224 0.907 0.082
H 0.431 3.898 -0.207 0.096
C -1.275 3.187 -3.221 -0.168
H 1.809 0.331 -4.230 0.108
H 0.696 4.770 4.603 0.102
C 1.993 1.047 -3.428 -0.069
C -2.839 2.932 -0.725 -0.170
C -2.361 1.529 -0.993 -0.105
C 3.386 -1.814 0.050 -0.313
C -0.249 3.417 -2.165 -0.120
C 4.354 -3.984 -0.564 -0.110
H 3.369 1.902 1.498 0.079
H 3.180 4.957 4.533 0.096
H -0.996 -3.820 -3.582 0.111
H -1.991 4.939 -0.371 0.126
H -1.654 3.767 0.899 0.087
C 4.297 -4.420 0.770 -0.123
C -0.410 3.591 -0.819 -0.123
C -2.128 -2.261 -0.767 -0.307
C 2.540 2.877 -1.272 -0.107
P 0.532 1.118 1.308 1.069
H 2.734 3.495 -0.395 0.101
H -4.858 -5.338 2.410 0.107
H -0.861 3.557 -4.167 0.116
C -1.589 1.698 -3.385 -0.170
H -2.790 -3.151 5.511 0.110
H -0.475 3.114 3.111 0.085
C -1.942 -0.219 1.559 -0.365
C 2.668 4.263 3.867 -0.098
H -4.490 -4.836 4.822 0.107
H 3.421 0.267 0.405 0.032
C -1.120 0.889 1.792 -0.413
Be 1.399 0.570 -0.546 -0.018
C -1.737 1.034 -2.057 -0.146
H -2.170 3.778 -3.044 0.095
H -2.988 -0.048 1.864 0.078
C -1.268 -2.950 -1.646 -0.078
H -3.531 -4.134 0.665 0.106
H -4.127 -1.465 -0.515 0.115
H -0.754 1.222 -3.919 0.096
C -2.955 -3.360 4.452 -0.073
C -1.728 3.870 -0.197 -0.178
C 3.786 -3.542 1.742 -0.107
H 3.674 1.921 -4.358 0.100
C -3.842 -2.280 -2.500 -0.072
H -3.646 2.916 0.036 0.111
C 3.050 1.951 -3.457 -0.090
H 3.909 -2.414 -1.964 0.104
H 3.702 -3.892 2.783 0.099
H -1.627 1.756 2.242 0.055
H -1.482 -1.934 3.778 0.113
C 0.620 3.228 3.087 -0.110
C -4.118 -4.590 2.703 -0.075
H -4.851 -2.018 -2.827 0.110
C 1.458 2.031 -1.339 -0.296
C -3.434 -1.948 -1.203 -0.095
H 4.665 -5.415 1.062 0.093
C -3.904 -4.313 4.063 -0.074
H 4.250 3.463 -2.476 0.099
H -0.272 -3.257 -1.311 0.105
H 0.676 -1.637 0.141 0.019
C 3.365 2.836 -2.411 -0.056
H -3.300 -3.211 -4.373 0.110
C 3.897 -2.714 -0.914 -0.066
C 0.174 -2.144 0.984 -0.217
H 0.372 0.241 -2.152 0.121
C 2.797 2.535 2.170 -0.103
C -2.971 -2.944 -3.365 -0.071
C -1.688 -3.282 -2.932 -0.072
H 4.518 3.555 2.960 0.104
H 4.726 -4.674 -1.332 0.097
H 0.713 3.672 -2.614 0.107
H -2.762 0.808 -0.276 0.059
H 2.945 -1.604 2.166 0.101
C -3.390 -3.906 1.726 -0.072
H -2.485 1.574 -4.018 0.123
P -1.598 -1.866 0.947 0.987
H -1.597 -0.044 -2.093 0.081
C -2.467 -2.927 2.117 -0.301
C -2.228 -2.674 3.484 -0.076
C 3.354 -2.255 1.394 -0.085
C 3.018 -0.428 -0.335 -0.130
```

Calculated values
- molecular weight (g mol⁻¹) = 619.8
- orbital gap (eV) = 5.937
- relative energy (zero: lowest compared OMol25 entry of this formula, charge and spin) (kcal/mol) = 59.5
- highest occupied orbital energy (eV) = -5.80
- strongest force on any atom (eV/A) = 3.33
- LUMO level (eV) = 0.132
- E (hartree) = -2324.02947


Entry 5:
DFT (ωB97M-V/def2-TZVPD) results for a molecular structure, C12H15F9N2NaO12.

```
51
Properties=species:S:1:pos:R:3:nbo_charge:R:1
H 2.746 16.532 -6.788 0.233
O 1.948 17.102 -9.259 -0.510
C 5.011 10.425 -10.204 -0.104
C -0.179 9.291 -8.776 -0.102
O -0.290 11.551 -12.115 -0.509
O 1.772 14.382 -5.930 -0.566
O 0.548 15.468 -8.853 -0.533
F 6.797 12.718 -7.407 -0.309
O 5.589 11.180 -9.149 -0.468
F 0.776 15.495 -2.805 -0.319
O 2.156 16.262 -4.821 -0.470
F -1.596 11.197 -4.868 -0.294
F 5.792 11.328 -6.036 -0.303
H 5.718 8.453 -9.669 0.198
H -0.550 10.214 -9.227 0.238
O -0.224 11.528 -7.267 -0.576
O 3.661 11.601 -8.205 -0.586
F -0.651 14.982 -4.378 -0.302
C 1.297 9.118 -9.107 -0.643
C 5.618 12.241 -6.982 0.905
F 0.669 13.472 -3.507 -0.299
H 4.583 17.964 -4.831 0.201
C 1.580 15.096 -4.999 0.704
C -0.363 10.470 -6.740 0.708
O 1.791 10.943 -12.177 -0.558
C -0.622 10.379 -5.213 0.902
C 4.776 9.008 -9.711 -0.628
H 1.497 9.214 -10.173 0.254
F 4.945 13.269 -6.487 -0.294
H 1.716 8.211 -8.668 0.192
C 3.177 16.583 -5.787 -0.098
H 5.679 10.402 -11.064 0.196
H 2.956 18.594 -5.003 0.220
O -0.389 9.313 -7.368 -0.474
F -0.830 9.138 -4.800 -0.302
Na 1.610 13.014 -8.242 0.935
O 2.655 15.078 -8.962 -0.627
O 0.973 11.776 -10.341 -0.614
H 3.957 18.556 -6.371 0.233
C 3.713 17.970 -5.486 -0.636
F 0.515 10.818 -4.627 -0.320
H 3.983 15.849 -5.801 0.194
C 0.568 14.733 -3.895 0.903
H 4.438 9.062 -8.676 0.210
H 1.839 9.947 -8.642 0.222
H 4.078 8.452 -10.333 0.231
C 4.851 11.646 -8.167 0.709
N 0.817 11.431 -11.546 0.710
N 1.697 15.918 -8.993 0.703
H 4.071 10.785 -10.636 0.250
H -0.723 8.496 -9.288 0.191
```

Calculated values
- total charge = -1
- molecular weight (g mol⁻¹) = 573.2
- orbital gap (eV) = 7.716
- relative energy (zero: lowest compared OMol25 entry of this formula, charge and spin) (kcal/mol) = 0.0
- highest occupied orbital energy (eV) = -5.58
- strongest force on any atom (eV/A) = 2.20
- LUMO level (eV) = 2.139
- E (hartree) = -2539.73524


Entry 6:
DFT (ωB97M-V/def2-TZVPD) results for 2 unconnected molecules or ions with the total composition C2H6N2O3.

```
13
Properties=species:S:1:pos:R:3:nbo_charge:R:1
H -1.611 1.536 -0.461 0.402
H 2.059 -0.616 1.167 0.488
O -1.241 -1.692 -1.044 -0.660
C 0.298 1.368 0.314 0.535
N -1.070 1.518 0.392 -0.851
H -1.684 -1.646 -0.175 0.495
C 0.033 -1.361 -0.852 0.342
O 1.867 -1.108 0.341 -0.577
O 1.090 1.782 1.153 -0.617
N 0.466 -1.226 0.374 -0.242
H -1.446 1.672 1.319 0.403
H 0.640 -1.354 -1.765 0.177
H 0.599 1.128 -0.764 0.105
```

Calculated values
- molecular weight (g mol⁻¹) = 106.1
- orbital gap (eV) = 9.918
- relative energy (zero: lowest compared OMol25 entry of this formula, charge and spin) (kcal/mol) = 78.7
- highest occupied orbital energy (eV) = -9.28
- strongest force on any atom (eV/A) = 2.91
- LUMO level (eV) = 0.641
- E (hartree) = -414.97022
- structure (SMILES) = O/C=N/O.NC=O


Entry 7:
DFT (ωB97M-V/def2-TZVPD) results for 2 unconnected molecules or ions with the total composition C11H20NS.

```
33
Properties=species:S:1:pos:R:3:nbo_charge:R:1
C -3.214 1.486 1.464 -0.691
C 0.770 -2.463 -0.746 -0.835
C 3.191 -0.191 0.558 -0.401
C 4.446 0.344 1.285 -0.592
C -0.963 -0.290 -0.004 -0.079
H -2.187 1.592 1.921 0.260
H -3.792 -1.133 -0.812 0.243
H -3.177 -0.799 1.543 0.215
H 0.303 -3.432 -0.897 0.273
C -3.285 0.075 0.848 0.135
H 1.892 -2.648 -0.562 0.278
H 0.407 1.314 -2.417 0.238
H 0.756 -2.023 -1.738 0.266
C 0.287 0.685 -1.574 -0.170
H -3.529 2.140 0.633 0.223
H 3.763 -0.666 -0.248 0.218
H 4.206 1.117 1.979 0.208
H -3.990 1.538 2.189 0.250
H -1.303 -0.696 -2.225 0.263
H -3.895 0.652 -1.141 0.232
N 0.169 0.129 0.616 -0.437
C 0.989 0.666 -0.403 0.149
C -1.037 0.076 -1.438 -0.539
H 2.429 1.929 0.344 0.235
C -4.005 -0.141 -0.410 -0.713
H -5.095 -0.115 -0.043 0.275
H -1.856 0.822 -1.581 0.252
H 2.561 -0.888 1.182 0.197
C 2.404 0.976 -0.104 -0.464
H 4.848 -0.554 1.674 0.220
H 5.090 0.913 0.556 0.211
S -0.086 -1.644 0.611 0.844
H 2.901 1.229 -1.059 0.235
```

Calculated values
- total charge = +1
- molecular weight (g mol⁻¹) = 198.4
- orbital gap (alpha / beta) (eV) = 7.594 / 7.585
- relative energy (zero: lowest compared OMol25 entry of this formula, charge and spin) (kcal/mol) = 100.9
- highest occupied orbital energy (alpha / beta) (eV) = -11.57 / -11.57
- strongest force on any atom (eV/A) = 6.44
- LUMO level (alpha / beta) (eV) = -3.978 / -3.982
- E (hartree) = -883.61167


Entry 8:
DFT (ωB97M-V/def2-TZVPD) results for 2 unconnected molecules or ions with the total composition C6H13NO.

```
21
Properties=species:S:1:pos:R:3:nbo_charge:R:1
H 0.262 1.169 -2.223 0.213
H 0.660 1.329 2.241 0.477
H 0.923 -2.871 1.269 0.212
H -0.432 2.721 -0.474 0.192
C 0.356 -0.867 -1.395 -0.196
H -0.502 -1.071 0.512 0.194
C 1.043 -2.628 0.213 -0.653
H -1.189 2.691 1.919 0.214
H 1.974 0.575 1.969 0.464
H -1.747 0.953 1.656 0.184
O 1.567 1.447 1.930 -0.945
C -0.374 0.360 -1.862 -0.246
H 2.127 -2.529 0.132 0.218
C 0.268 -1.395 -0.182 -0.195
H -2.074 0.301 -0.595 0.376
H 0.882 -1.381 -2.196 0.196
C -1.259 1.839 1.254 -0.556
C -0.902 1.852 -0.027 0.045
N -1.367 0.919 -0.958 -0.613
H 0.692 -3.452 -0.413 0.220
H -0.908 0.039 -2.770 0.195
```

Calculated values
- molecular weight (g mol⁻¹) = 115.2
- orbital gap (eV) = 9.235
- relative energy (zero: lowest compared OMol25 entry of this formula, charge and spin) (kcal/mol) = 57.9
- highest occupied orbital energy (eV) = -8.29
- strongest force on any atom (eV/A) = 1.76
- LUMO level (eV) = 0.947
- E (hartree) = -366.34170
- structure (SMILES) = C=CNC/C=C/C.O